Arrangement a

{
  "formula": "CH3NOS",
  "method": "wB97M-V/def2-TZVPD",
  "species": ["O", "N", "C", "S", "H", "H", "H"],
  "positions_angstrom": [[-1.04546, -1.03530, 0.83181], [-0.42608, 0.12905, 0.37905], [0.58370, 0.21826, -0.38038], [1.47166, 2.17296, -0.83300], [-0.87417, -1.82386, 0.35274], [-0.90887, 1.01009, 0.38810], [1.19923, -0.67121, -0.73832]],
  "multiplicity": 1,
  "homo_ha": -0.298,
  "charge": 0
}

---

Arrangement b

{
  "formula": "CH3NOS",
  "method": "wB97M-V/def2-TZVPD",
  "species": ["C", "N", "O", "S", "H", "H", "H"],
  "positions_angstrom": [[-2.16172, -0.39479, 0.05531], [0.17147, 1.08104, -0.28850], [-3.19123, -0.97128, 0.00500], [-1.50657, 1.15016, -0.05474], [-0.73244, -1.33985, 0.48464], [0.67043, 1.80505, 0.18724], [0.57223, 0.37076, -0.84268]],
  "multiplicity": 1,
  "homo_ha": -0.330,
  "charge": 0
}

---

Arrangement c

{
  "formula": "CH3NOS",
  "method": "wB97M-V/def2-TZVPD",
  "species": ["C", "N", "O", "S", "H", "H", "H"],
  "positions_angstrom": [[1.14665, -0.01252, 0.17662], [-1.15300, 0.01061, -0.31065], [-1.32327, -0.01992, -1.48710], [-2.13501, 0.14620, 0.92717], [0.96236, 0.97632, 0.57464], [1.66468, -0.30724, -0.72125], [0.83759, -0.79345, 0.84059]],
  "multiplicity": 1,
  "homo_ha": [-0.332, -0.326],
  "charge": 0
}

---

Arrangement d

{
  "formula": "CH3NOS",
  "method": "wB97M-V/def2-TZVPD",
  "species": ["N", "S", "C", "O", "H", "H", "H"],
  "positions_angstrom": [[1.21117, 0.21555, 0.03054], [-0.32703, 0.92753, 0.11397], [-1.29482, -0.57545, -0.11112], [-2.48079, -0.59543, 0.00122], [1.65195, 0.80796, -0.62588], [1.67422, 0.46447, 0.96571], [-0.43470, -1.24462, -0.37445]],
  "multiplicity": 1,
  "homo_ha": -0.356,
  "charge": 0
}

---

The structure with the least stability is arrangement c.